Run w
ORCA calculation (ωB97M-V/def2-TZVPD) on a 3-piece molecular cluster, C2H9NO2 overall.

Computed properties:
- LUMO energy: 0.64 eV

Atoms and positions in Å:
C: 1.093 0.862 -0.728
C: 0.173 0.803 0.219
N: -1.159 1.216 -0.081
H: 0.891 1.449 -1.616
H: 2.066 0.431 -0.784
H: 0.243 0.419 1.234
H: -1.224 1.571 -1.034
H: -1.407 1.913 0.618
O: 2.342 -1.638 1.572
H: 1.782 -1.518 0.785
H: 1.718 -1.185 2.173
O: -2.331 -0.888 -1.091
H: -2.210 -0.382 -0.283
H: -1.430 -0.954 -1.493

=====

Run x
ORCA calculation (ωB97M-V/def2-TZVPD) on a 2-piece molecular cluster, C2H9NO2 overall.

Computed properties:
- LUMO energy: 0.86 eV

Atoms and positions in Å:
N: 2.182 1.254 -0.910
C: 1.208 1.544 0.083
O: 0.958 0.351 0.897
H: 3.080 1.192 -0.444
H: 1.987 0.569 -1.616
H: 1.544 2.327 0.799
H: 0.155 1.603 -0.228
H: 1.580 0.330 1.627
C: -2.107 -1.672 0.313
O: -2.356 -0.802 -0.809
H: -1.036 -1.849 0.285
H: -2.514 -1.102 1.162
H: -2.774 -2.540 0.394
H: -1.908 -1.204 -1.553

=====

Run y
ORCA calculation (ωB97M-V/def2-TZVPD) on a 2-piece molecular cluster, C2H9NO2 overall.

Computed properties:
- LUMO energy: 0.91 eV

Atoms and positions in Å:
N: -1.285 -0.227 -0.558
C: -0.688 1.156 -0.358
C: 0.813 0.905 0.015
O: 0.849 0.512 1.374
H: -1.292 -0.286 -1.589
H: -2.267 -0.168 -0.277
H: -0.971 1.348 0.699
H: -0.839 1.828 -1.167
H: 1.181 1.958 0.040
H: 1.462 0.422 -0.704
H: 1.345 -0.323 1.332
O: 0.861 -2.292 0.663
H: 0.381 -3.118 0.530
H: 0.450 -1.716 0.000

=====

Name the most stable of them. run y.

=====

Run w
ORCA calculation (ωB97M-V/def2-TZVPD) on a 5-piece molecular cluster, C7H25NO4 overall.

Computed properties:
- LUMO energy: 0.24 eV

Atoms and positions in Å:
C: 1.547 -1.833 -2.116
C: 1.035 -2.621 -0.929
C: 0.854 -1.789 0.340
N: 0.439 -0.389 0.110
C: 0.061 0.224 1.436
C: 1.342 0.611 2.149
C: -0.612 1.480 0.966
C: -0.982 2.398 2.212
H: 2.432 -1.381 -1.692
H: 1.761 -2.409 -3.001
H: 0.653 -1.250 -2.529
H: 0.012 -3.110 -1.158
H: 1.839 -3.291 -0.718
H: 1.854 -1.773 0.923
H: 0.091 -2.189 1.048
H: 1.267 0.114 -0.387
H: -0.713 -0.457 1.912
H: 1.416 0.203 3.093
H: 1.742 1.587 2.213
H: 2.271 0.054 1.758
H: -1.636 1.361 0.468
H: 0.115 1.975 0.309
H: -0.177 3.128 2.428
H: -1.249 1.922 3.219
H: -2.019 2.799 2.077
O: -2.136 -0.261 -0.824
H: -1.088 -0.319 -0.832
H: -2.214 0.682 -0.610
O: -3.117 -1.662 1.548
H: -2.995 -1.965 0.702
H: -3.111 -0.648 1.418
O: -0.877 -0.608 -4.073
H: -1.079 0.289 -3.939
H: -1.221 -1.068 -3.375
O: 1.865 3.461 -1.203
H: 1.591 2.833 -1.871
H: 1.039 3.901 -1.072

=====

Run x
ORCA calculation (ωB97M-V/def2-TZVPD) on a 5-piece molecular cluster, C7H25NO4 overall.

Computed properties:
- LUMO energy: 0.18 eV

Atoms and positions in Å:
C: 1.732 1.760 2.577
C: 0.971 0.434 2.705
C: 0.200 0.095 1.363
C: -0.403 1.237 0.456
N: -0.428 0.825 -0.954
C: 0.767 1.230 -1.660
C: -0.969 -0.470 -1.316
C: -2.559 -0.485 -1.295
H: 0.940 2.485 2.881
H: 2.534 1.794 3.294
H: 1.910 1.856 1.518
H: 0.289 0.359 3.571
H: 1.707 -0.346 2.639
H: 0.999 -0.440 0.849
H: -0.597 -0.670 1.516
H: -1.360 1.569 0.838
H: 0.281 2.081 0.609
H: 1.503 0.401 -1.739
H: 0.504 1.325 -2.716
H: 1.177 2.165 -1.289
H: -0.607 -0.725 -2.346
H: -0.656 -1.348 -0.729
H: -2.886 -1.452 -0.957
H: -2.812 0.261 -0.519
H: -2.882 -0.272 -2.337
O: -0.981 -3.667 -1.230
H: -0.054 -3.393 -1.306
H: -1.416 -3.386 -2.040
O: 0.402 -2.976 2.651
H: 0.617 -2.393 1.907
H: -0.083 -2.273 3.131
O: 1.730 -1.952 -1.243
H: 2.424 -1.643 -1.840
H: 2.138 -1.714 -0.390
O: -1.128 3.621 -2.181
H: -1.431 2.969 -1.523
H: -1.575 3.139 -2.896

=====

Name the most stable of them. run x.

=====

Run w
ORCA calculation (ωB97M-V/def2-TZVPD) on a 5-piece molecular cluster, C2H14O5 overall.

Computed properties:
- LUMO energy: 0.64 eV

Atoms and positions in Å:
C: 2.554 1.057 -0.095
C: 1.234 0.882 0.528
O: 1.107 -0.446 1.107
H: 2.708 0.331 -0.908
H: 2.603 2.016 -0.614
H: 3.428 1.058 0.543
H: 0.413 1.062 -0.184
H: 0.969 1.608 1.293
H: 1.210 -1.049 0.335
O: -1.323 -0.586 2.037
H: -1.308 -0.424 2.980
H: -0.388 -0.633 1.685
O: -0.980 0.301 -2.136
H: -1.458 0.771 -1.423
H: -1.622 0.233 -2.834
O: -2.524 0.758 0.004
H: -2.054 0.051 0.507
H: -3.394 0.509 0.315
O: 0.648 -1.778 -1.205
H: 0.055 -2.519 -1.321
H: 0.190 -1.013 -1.614

=====

Run x
ORCA calculation (ωB97M-V/def2-TZVPD) on a 6-piece molecular cluster, C2H14O5 overall.

Computed properties:
- LUMO energy: 0.45 eV

Atoms and positions in Å:
C: -1.123 -2.000 2.141
C: -2.186 -1.181 2.405
H: -1.342 -3.157 1.868
H: -0.123 -1.894 2.633
H: -3.141 -1.479 1.810
H: -1.925 -0.357 3.011
O: 1.317 0.027 -1.754
H: 2.258 0.099 -1.920
H: 1.070 -0.212 -0.807
O: 0.931 -0.400 0.737
H: 0.013 -0.619 0.778
H: 1.235 -0.181 1.653
O: 3.256 2.154 -2.323
H: 2.364 2.470 -1.841
H: 2.827 1.656 -3.047
O: -0.613 2.403 0.079
H: -1.165 1.726 0.554
H: -0.601 1.981 -0.775
O: -1.126 -0.018 -1.500
H: -0.320 -0.182 -2.095
H: -1.608 -0.836 -1.605

=====

Name the most stable of them. run w.

=====

Run w
ORCA calculation (ωB97M-V/def2-TZVPD) on the molecule C21H22N2O6S.

Computed properties:
- LUMO energy: 0.47 eV

Atoms and positions in Å:
C: 3.211 -1.824 -5.630
O: 3.780 -1.670 -4.352
C: 3.142 -2.220 -3.286
C: 3.792 -2.034 -2.049
C: 3.280 -2.534 -0.879
C: 2.081 -3.244 -0.935
C: 1.248 -3.912 0.024
C: 1.507 -4.012 1.488
C: 1.475 -2.647 2.170
O: 2.330 -2.274 2.936
N: 0.366 -1.927 1.824
C: -0.045 -0.679 2.282
C: 0.673 0.062 3.221
C: 0.194 1.286 3.657
C: -1.000 1.794 3.171
C: -1.697 1.057 2.234
S: -3.247 1.695 1.609
O: -4.147 1.923 2.700
O: -3.692 0.863 0.525
N: -2.751 3.207 1.050
C: -3.830 4.170 0.923
C: -3.215 5.529 0.590
O: -2.455 5.462 -0.595
C: -1.424 4.512 -0.488
C: -1.978 3.120 -0.171
C: -1.241 -0.161 1.782
C: 0.200 -4.404 -0.686
O: 0.292 -4.120 -2.011
C: 1.436 -3.416 -2.172
C: 1.945 -2.915 -3.362
H: 3.129 -2.880 -5.908
H: 3.890 -1.322 -6.317
H: 2.223 -1.355 -5.689
H: 4.717 -1.481 -2.058
H: 3.786 -2.384 0.062
H: 2.492 -4.445 1.671
H: 0.755 -4.649 1.959
H: -0.251 -2.356 1.146
H: 1.598 -0.332 3.606
H: 0.760 1.843 4.387
H: -1.401 2.737 3.503
H: -4.363 4.192 1.873
H: -4.524 3.873 0.123
H: -3.993 6.272 0.412
H: -2.577 5.853 1.425
H: -0.906 4.512 -1.448
H: -0.725 4.806 0.310
H: -1.165 2.409 -0.010
H: -2.605 2.764 -1.001
H: -1.829 -0.693 1.050
H: -0.655 -4.976 -0.380
H: 1.414 -3.077 -4.285

=====

Run x
ORCA calculation (ωB97M-V/def2-TZVPD) on the molecule C21H22N2O6S.

Computed properties:
- LUMO energy: 0.58 eV

Atoms and positions in Å:
C: 2.044 0.202 -3.021
O: 1.629 1.143 -2.051
C: 0.355 1.105 -1.616
C: -0.672 0.379 -2.204
C: -1.941 0.365 -1.642
C: -2.172 1.068 -0.483
S: -3.682 0.796 0.442
O: -3.544 1.410 1.730
O: -4.848 1.121 -0.323
N: -3.694 -0.910 0.643
C: -4.786 -1.608 0.009
C: -2.421 -1.466 0.645
C: -2.041 -2.522 -0.185
C: -0.706 -2.838 -0.325
C: 0.276 -2.151 0.382
C: 1.698 -2.335 -0.008
O: 2.015 -2.595 -1.156
N: 2.608 -2.175 0.983
C: 4.011 -1.929 0.695
C: 4.289 -0.462 0.764
C: 4.772 0.330 1.766
C: 4.693 1.661 1.286
C: 4.161 1.576 0.037
O: 3.916 0.300 -0.284
C: -0.121 -1.192 1.313
C: -1.451 -0.863 1.450
C: -1.179 1.840 0.102
C: 0.084 1.882 -0.459
O: 1.134 2.584 0.033
C: 0.944 3.330 1.212
H: 3.113 0.366 -3.139
H: 1.545 0.365 -3.981
H: 1.873 -0.822 -2.678
H: -0.483 -0.203 -3.090
H: -2.735 -0.206 -2.096
H: -4.641 -1.737 -1.069
H: -5.681 -1.011 0.165
H: -4.911 -2.582 0.482
H: -2.776 -3.057 -0.765
H: -0.399 -3.603 -1.023
H: 2.283 -1.913 1.901
H: 4.185 -2.300 -0.318
H: 4.635 -2.471 1.410
H: 5.146 0.008 2.717
H: 4.993 2.549 1.804
H: 3.899 2.319 -0.689
H: 0.611 -0.651 1.895
H: -1.764 -0.096 2.140
H: -1.425 2.364 1.011
H: 0.652 2.689 2.051
H: 0.189 4.110 1.076
H: 1.908 3.787 1.425

=====

Name the most stable of them. run w.

=====

Run w
ORCA calculation (ωB97M-V/def2-TZVPD) on C2H6O2P as an isolated structure.

Computed properties:
- Net charge: -1
- LUMO energy: 4.11 eV

Atoms and positions in Å:
C: 2.394 0.123 0.125
C: -1.144 0.799 0.305
O: -0.366 -1.549 1.353
O: -0.457 -1.258 -1.215
P: 0.091 -0.640 0.297
H: 1.922 1.223 0.278
H: 2.293 0.051 -0.990
H: -1.294 1.561 -0.481
H: -2.157 0.339 0.401
H: -1.214 1.513 1.115
H: -0.068 -2.162 -1.189

=====

Run x
ORCA calculation (ωB97M-V/def2-TZVPD) on a 2-piece molecular cluster, C2H6O2P overall.

Computed properties:
- Net charge: -1
- LUMO energy (spin up / spin down): 3.91 / 3.61 eV

Atoms and positions in Å:
C: -1.432 1.692 -0.012
C: 2.113 -1.046 -0.467
O: -2.277 -0.766 -0.947
O: -1.393 -0.600 1.436
P: -1.278 -0.043 -0.142
H: -1.427 2.167 -0.988
H: -0.678 2.137 0.633
H: 2.237 -1.940 0.126
H: 2.215 -1.181 -1.528
H: 2.586 -0.166 -0.065
H: -0.666 -0.255 1.953

=====

Name the most stable of them. run w.

=====

Run w
ORCA calculation (ωB97M-V/def2-TZVPD) on the molecule C8H15NS.

Computed properties:
- LUMO energy: 0.84 eV

Atoms and positions in Å:
C: 2.660 0.836 1.774
C: 1.374 1.251 1.892
C: 0.929 2.396 1.017
C: -0.235 1.843 0.202
C: -0.148 1.094 -0.927
C: -1.330 0.617 -1.725
N: -1.946 -0.474 -1.022
C: -1.470 -1.847 -1.137
C: -0.106 -2.037 -0.516
S: 0.131 -3.875 -0.143
H: 3.085 -0.026 2.280
H: 3.488 1.218 1.197
H: 0.630 0.745 2.596
H: 0.550 3.193 1.706
H: 1.739 2.794 0.402
H: -1.323 2.153 0.393
H: 0.799 0.667 -0.950
H: -1.018 0.383 -2.746
H: -2.030 1.452 -1.686
H: -2.110 -0.208 -0.073
H: -1.545 -2.245 -2.098
H: -2.194 -2.530 -0.660
H: 0.553 -1.696 -1.299
H: -0.004 -1.521 0.482
H: -0.480 -4.185 1.039

=====

Run x
ORCA calculation (ωB97M-V/def2-TZVPD) on a 2-piece molecular cluster, C8H15NS overall.

Computed properties:
- LUMO energy (spin up / spin down): 0.10 / 0.19 eV

Atoms and positions in Å:
C: -1.156 1.396 0.242
C: 0.849 0.109 -2.168
C: 0.182 0.994 0.186
C: 0.584 0.188 -0.890
C: -1.812 2.206 1.320
C: 1.003 -1.219 -2.808
C: 1.090 1.353 1.379
C: -0.961 -1.686 0.993
N: 0.415 -1.752 0.618
S: 1.210 -3.084 0.067
H: -1.663 1.404 -0.662
H: 0.900 0.925 -2.773
H: -1.078 2.686 1.908
H: -2.315 1.469 2.026
H: -2.516 2.809 0.785
H: 0.140 -1.613 -3.288
H: 1.842 -1.272 -3.544
H: 1.145 -1.922 -1.947
H: 1.830 2.040 1.179
H: 0.471 1.715 2.271
H: 1.549 0.401 1.668
H: -1.669 -2.529 0.721
H: -1.095 -1.546 2.047
H: -1.307 -0.567 0.713
H: 2.363 -2.505 -0.043

=====

Name the most stable of them. run w.

=====

Run w
ORCA calculation (ωB97M-V/def2-TZVPD) on a 2-piece molecular cluster, C4H14N2O overall.

Computed properties:
- <S²>: 0.75
- Multiplicity: 2
- Net charge: -1
- LUMO energy (spin up / spin down): 3.79 / 3.65 eV

Atoms and positions in Å:
N: 2.115 1.804 -1.023
C: 1.375 1.273 0.132
C: -0.143 1.177 -0.237
N: -0.807 0.026 0.309
C: -1.991 -0.403 -0.433
C: -1.033 0.167 1.760
H: 2.881 2.390 -0.726
H: 1.516 2.469 -1.495
H: 1.440 1.875 1.045
H: 1.773 0.265 0.278
H: -0.162 1.056 -1.322
H: -0.547 2.178 0.036
H: -2.890 0.018 0.028
H: -1.952 0.013 -1.439
H: -2.080 -1.485 -0.500
H: -0.204 0.701 2.216
H: -0.960 -0.854 2.141
H: -2.019 0.580 1.980
H: 1.632 -4.483 -0.257
H: 0.550 -4.321 -1.280
O: 1.508 -4.448 -1.212

=====

Run x
ORCA calculation (ωB97M-V/def2-TZVPD) on a 2-piece molecular cluster, C4H14N2O overall.

Computed properties:
- <S²>: 0.75
- Multiplicity: 2
- Net charge: -1
- LUMO energy (spin up / spin down): 4.00 / 3.80 eV

Atoms and positions in Å:
N: -1.465 -0.635 -1.270
C: -0.502 0.566 -1.156
C: -1.120 1.962 -1.344
C: 0.292 0.336 0.111
N: 1.629 -0.259 -0.032
C: 2.359 -0.241 1.260
H: -0.852 -1.369 -0.926
H: -1.758 -0.649 -2.241
H: 0.223 0.445 -1.983
H: -2.200 1.887 -1.310
H: -0.805 2.556 -0.487
H: -0.832 2.379 -2.302
H: 0.458 1.309 0.599
H: -0.246 -0.086 0.973
H: 1.702 -1.199 -0.399
H: 2.405 -1.124 1.886
H: 1.937 0.628 1.771
H: 3.350 0.180 1.044
H: -1.668 -2.971 1.777
H: -1.690 -1.488 1.801
O: -1.217 -2.228 2.228

=====

Run y
ORCA calculation (ωB97M-V/def2-TZVPD) on a 2-piece molecular cluster, C4H14N2O overall.

Computed properties:
- <S²>: 0.75
- Multiplicity: 2
- Net charge: -1
- LUMO energy (spin up / spin down): 3.92 / 3.73 eV

Atoms and positions in Å:
N: -0.316 -2.003 -0.624
C: 0.832 -2.081 0.334
C: 0.724 -0.908 1.388
N: 0.232 0.361 0.654
C: -1.070 0.840 1.062
C: 1.084 1.617 0.291
H: -1.241 -2.359 -0.326
H: 0.006 -2.123 -1.641
H: 0.804 -3.168 0.761
H: 1.791 -1.933 -0.084
H: -0.022 -1.153 1.969
H: 1.651 -0.791 2.006
H: -1.801 -0.093 0.971
H: -1.394 1.681 0.495
H: -0.979 1.022 2.167
H: 1.409 2.251 1.146
H: 2.057 1.340 -0.222
H: 0.326 2.160 -0.335
H: -0.939 1.815 -1.675
H: -2.030 1.479 -2.680
O: -1.059 1.819 -2.652

=====

Name the most stable of them. run w.

=====

Run w
ORCA calculation (ωB97M-V/def2-TZVPD) on a 2-piece molecular cluster, CH4O2P overall.

Computed properties:
- Net charge: -1
- LUMO energy: 4.46 eV

Atoms and positions in Å:
C: 1.513 1.579 -0.136
O: 1.274 -1.064 -0.028
O: -2.582 -1.885 0.005
P: 0.578 0.238 0.271
H: 2.575 1.484 -0.399
H: -1.797 -1.733 -0.567
H: 1.271 2.594 0.280
H: -2.832 -1.213 0.573

=====

Run x
ORCA calculation (ωB97M-V/def2-TZVPD) on a 2-piece molecular cluster, CH4O2P overall.

Computed properties:
- Net charge: -1
- LUMO energy (spin up / spin down): 4.65 / 4.65 eV

Atoms and positions in Å:
C: 1.998 0.924 -0.095
O: 0.611 -1.284 0.067
O: -2.538 -0.840 -0.322
P: 1.942 -0.740 -0.398
H: 1.194 1.476 0.394
H: -1.623 -0.602 -0.547
H: 2.872 1.502 -0.373
H: -2.383 -1.572 0.282

=====

Name the most stable of them. run x.